Version P
Below is one molecule with the formula C3H9NS, with properties calculated with the ωB97M-V functional and the def2-TZVPD basis.

## Properties
- Kohn-Sham gap: 9.94 eV
- HOMO energy: -0.332 hartree
- SMILES: NCCCS

ORCA input file:
```
! RIJCOSX wB97M-V def2-TZVPD def2/J DEFGRID3
* xyz 0 1
C 0.120 -1.307 0.180
C -1.016 -0.467 -0.444
C -0.417 0.883 -1.068
S 0.719 1.881 0.211
N -0.143 -2.656 0.831
H 0.569 -0.792 1.016
H 0.827 -1.549 -0.605
H -1.353 -1.015 -1.334
H -1.657 -0.067 0.385
H -1.121 1.628 -1.490
H 0.228 0.553 -1.868
H 0.787 1.269 1.429
H 0.202 -3.406 0.245
H -1.113 -2.767 1.026
*
```


Version Q
Below is a 2-piece molecular cluster, C3H9NS overall, with properties calculated with the ωB97M-V functional and the def2-TZVPD basis.

## Properties
- Kohn-Sham gap: 5.02 eV
- HOMO energy: -0.247 hartree

ORCA input file:
```
! RIJCOSX wB97M-V def2-TZVPD def2/J DEFGRID3
* xyz 0 1
C -1.989 -1.327 -1.677
N -1.309 -0.262 -1.416
H -2.548 -1.792 -0.887
H -2.142 -1.704 -2.655
H -0.384 0.046 -1.834
H -1.373 0.024 -0.446
C 0.848 1.003 1.793
C 1.570 0.136 0.682
S 1.633 0.945 -1.000
H -0.037 1.415 1.264
H 1.374 1.918 1.956
H 0.649 0.396 2.674
H 1.088 -0.821 0.677
H 2.619 0.023 0.869
*
```


Order of stability, best first: version P, version Q


Version P
Below is C2H7N5O as an isolated structure, with properties calculated with the ωB97M-V functional and the def2-TZVPD basis.

## Properties
- Kohn-Sham gap: 9.71 eV
- HOMO energy: -0.329 hartree

ORCA input file:
```
! RIJCOSX wB97M-V def2-TZVPD def2/J DEFGRID3
* xyz 0 1
C -0.214 -0.285 -0.288
C 0.579 1.976 0.597
H -0.131 -2.728 0.096
H 1.913 -2.716 -0.257
H 0.776 -0.529 1.550
H -0.753 1.398 -0.944
H 0.576 3.165 0.221
H -2.802 -0.056 -0.970
H -2.087 -0.394 -2.473
N 0.951 -2.373 0.458
N 0.920 -0.946 0.255
N -0.104 1.139 -0.219
N -1.180 -0.900 -0.843
N -1.859 0.030 -1.486
O 1.153 1.633 1.720
*
```


Version Q
Below is one molecule with the formula C2H7N5O, with properties calculated with the ωB97M-V functional and the def2-TZVPD basis.

## Properties
- Kohn-Sham gap: 8.78 eV
- HOMO energy: -0.301 hartree
- SMILES: C=NN/C(=N\N)NO

ORCA input file:
```
! RIJCOSX wB97M-V def2-TZVPD def2/J DEFGRID3
* xyz 0 1
C -0.697 0.659 0.020
C 2.127 -1.640 -0.018
H 0.818 3.082 -0.153
H 1.567 1.798 0.563
H -2.618 1.037 -0.293
H -2.946 -1.602 0.482
H -0.403 -1.417 -0.056
H 3.161 -1.563 0.118
H 1.447 -2.414 -0.283
N 0.944 2.123 -0.313
N -0.381 1.849 0.053
N -2.072 0.232 0.230
N 0.088 -0.471 -0.037
N 1.426 -0.511 0.002
O -2.460 -1.161 -0.315
*
```


Order of stability, best first: version Q, version P


Version P
Below is a 2-piece molecular cluster, C6H9NO overall, with properties calculated with the ωB97M-V functional and the def2-TZVPD basis.

## Properties
- Kohn-Sham gap: 9.60 eV
- HOMO energy: -0.345 hartree
- SMILES: N=C=CC=O.C=CC

ORCA input file:
```
! RIJCOSX wB97M-V def2-TZVPD def2/J DEFGRID3
* xyz 0 1
C 0.471 -1.903 -0.886
C 1.696 -2.442 -0.348
C -0.366 0.345 1.975
C -0.168 1.420 1.194
C 0.182 -0.921 -1.702
C -1.127 2.075 0.221
N 0.016 -0.281 -2.719
O 2.828 -2.152 -0.727
H -0.508 -2.317 -0.421
H 1.583 -3.057 0.542
H -1.292 -0.201 1.945
H 0.455 -0.105 2.590
H 0.677 2.038 1.334
H -1.742 2.903 0.665
H -0.694 2.590 -0.652
H -1.782 1.307 -0.314
H -0.230 0.702 -2.698
*
```


Version Q
Below is a 2-piece molecular cluster, C6H9NO overall, with properties calculated with the ωB97M-V functional and the def2-TZVPD basis.

## Properties
- Kohn-Sham gap: 5.67 eV
- HOMO energy: -0.278 hartree

ORCA input file:
```
! RIJCOSX wB97M-V def2-TZVPD def2/J DEFGRID3
* xyz 0 1
C -0.741 0.459 1.961
C 0.456 1.319 1.626
N 0.768 1.786 0.466
C 0.420 0.880 -0.599
C 0.316 -0.347 1.495
C -0.363 -1.547 -0.672
C 0.230 -0.478 0.015
H -1.316 0.105 2.804
H 1.067 1.811 2.378
H -0.491 1.179 -1.139
H 1.006 -1.031 1.991
H -0.370 -1.400 -1.805
H -1.206 -0.835 -0.315
H 1.239 0.804 -1.308
H -0.252 0.116 -3.708
H -0.233 -2.560 -0.322
O -0.532 -0.260 -2.869
*
```


Version R
Below is one molecule with the formula C6H9NO, with properties calculated with the ωB97M-V functional and the def2-TZVPD basis.

## Properties
- Kohn-Sham gap: 9.71 eV
- HOMO energy: -0.319 hartree
- SMILES: C[C@@H]1OC=NC12CC2

ORCA input file:
```
! RIJCOSX wB97M-V def2-TZVPD def2/J DEFGRID3
* xyz 0 1
C 1.586 -0.212 -1.527
C 0.270 -0.692 1.651
C 0.562 0.756 1.694
C -0.442 0.483 -0.712
C 0.598 0.010 0.369
C -1.748 -0.255 -0.953
N 1.738 -0.311 -0.270
O 0.446 0.280 -1.997
H 2.413 -0.579 -2.148
H 1.057 -1.543 1.908
H -0.674 -1.032 2.001
H -0.321 1.381 1.791
H 1.435 1.313 2.130
H -0.600 1.647 -0.835
H -1.822 -1.318 -0.551
H -1.891 -0.247 -1.939
H -2.609 0.319 -0.613
*
```


Version S
Below is one molecule with the formula C6H9NO, with properties calculated with the ωB97M-V functional and the def2-TZVPD basis.

## Properties
- Kohn-Sham gap: 9.99 eV
- HOMO energy: -0.334 hartree
- SMILES: O=C[C@@]12CCN[C@H]1C2

ORCA input file:
```
! RIJCOSX wB97M-V def2-TZVPD def2/J DEFGRID3
* xyz 0 1
C 1.620 -0.281 -0.530
C 0.619 -0.306 0.574
C 0.095 1.125 0.692
C -0.798 1.250 -0.624
C -0.677 -0.845 0.130
C 0.310 -1.709 0.854
H 1.676 -1.177 -1.184
H 0.849 1.938 0.657
H -0.575 1.282 1.547
H -1.749 1.723 -0.384
H -0.282 1.895 -1.330
H -1.809 -0.309 -1.543
H -1.452 -0.612 0.836
H 0.890 -2.519 0.390
H -0.017 -1.986 1.907
N -0.930 -0.179 -1.100
O 2.232 0.711 -0.891
*
```


Order of stability, best first: version R, version P, version S, version Q


Version P
Below is a 2-piece molecular cluster, C2H7N4S overall, with properties calculated with the ωB97M-V functional and the def2-TZVPD basis.

## Properties
- Kohn-Sham gap: 7.86 eV
- HOMO energy: -0.477 hartree

ORCA input file:
```
! RIJCOSX wB97M-V def2-TZVPD def2/J DEFGRID3
* xyz 1 1
C -0.689 -0.057 0.895
C 0.061 -1.149 1.334
N -1.271 -1.467 -0.727
N -1.403 -0.245 -0.216
N -2.133 0.682 -0.865
N 2.388 -0.399 0.372
S -0.212 -2.392 0.280
H -0.721 0.891 1.403
H -1.681 -1.700 -1.623
H -2.915 0.347 -1.415
H -2.313 1.528 -0.338
H 2.948 -1.104 -0.088
H 2.685 -0.357 1.338
H 2.597 0.496 -0.055
*
```


Version Q
Below is an isolated ion of composition C2H7N4S and charge +1, with properties calculated with the ωB97M-V functional and the def2-TZVPD basis.

## Properties
- Kohn-Sham gap: 8.87 eV
- HOMO energy: -0.466 hartree
- SMILES: NNC(=S)NC=[NH2+]

ORCA input file:
```
! RIJCOSX wB97M-V def2-TZVPD def2/J DEFGRID3
* xyz 1 1
C 0.939 1.076 0.203
C -1.239 0.347 -0.854
N -0.417 0.455 0.181
N 1.765 0.126 0.639
N -2.327 -0.268 -0.707
N 1.377 -1.221 0.741
S 1.169 2.632 -0.343
H -0.789 0.653 -1.849
H -0.893 0.350 1.047
H 2.731 0.206 0.722
H -3.139 -0.347 -1.278
H -2.475 -0.663 0.222
H 2.116 -1.591 1.421
H 1.183 -1.756 -0.145
*
```


Order of stability, best first: version Q, version P


Version P
Below is C5H11NO as an isolated structure, with properties calculated with the ωB97M-V functional and the def2-TZVPD basis.

## Properties
- Kohn-Sham gap: 9.87 eV
- HOMO energy: -0.331 hartree

ORCA input file:
```
! RIJCOSX wB97M-V def2-TZVPD def2/J DEFGRID3
* xyz 0 1
C 0.694 0.537 -1.764
C 0.012 -0.740 -1.090
C -1.222 0.535 0.551
C -0.831 0.220 2.036
C 0.274 -0.440 1.490
H 2.020 -0.525 -1.404
H -0.048 1.207 -1.230
H 0.700 0.557 -2.792
H -0.875 -0.939 -1.790
H 0.595 -1.606 -1.431
H -2.382 0.932 -0.239
H -0.242 1.356 0.464
H -0.800 0.906 2.910
H -1.342 -0.776 2.360
H 0.726 -1.333 1.885
H 1.209 0.250 1.175
N -0.537 -0.823 0.164
O 2.048 0.680 -1.293
*
```


Version Q
Below is C5H11NO as an isolated structure, with properties calculated with the ωB97M-V functional and the def2-TZVPD basis.

## Properties
- Kohn-Sham gap (alpha / beta): 8.40 / 8.30 eV
- HOMO energy (alpha / beta): -0.277 / -0.274 hartree

ORCA input file:
```
! RIJCOSX wB97M-V def2-TZVPD def2/J DEFGRID3
* xyz 0 1
C 2.567 0.911 0.077
O 1.524 0.859 -0.718
C 0.564 -0.004 -0.566
C -0.063 -0.449 0.728
N -1.310 -0.656 -0.033
C -2.525 -0.158 0.567
C -0.796 0.083 -1.208
H 2.462 0.548 1.094
H 3.300 1.653 -0.206
H 2.732 -1.071 -0.454
H 2.045 -1.350 -0.718
H 0.318 -1.341 1.240
H -0.114 0.388 1.457
H -2.463 0.911 0.849
H -2.754 -0.739 1.467
H -3.357 -0.282 -0.134
H -1.173 1.120 -1.277
H -0.959 -0.423 -2.166
*
```


Order of stability, best first: version Q, version P


Version P
Below is one molecule with the formula C5H11NO, with properties calculated with the ωB97M-V functional and the def2-TZVPD basis.

## Properties
- Kohn-Sham gap: 10.87 eV
- HOMO energy: -0.362 hartree
- SMILES: [H]/N=C(\C)OC(C)C

ORCA input file:
```
! RIJCOSX wB97M-V def2-TZVPD def2/J DEFGRID3
* xyz 0 1
C -1.699 0.010 -0.850
C -0.816 0.947 -0.022
C -1.219 0.955 1.446
N 0.428 -1.358 0.666
C 1.140 -0.445 0.142
O 0.610 0.739 -0.205
C 2.612 -0.544 -0.191
H -2.685 0.476 -0.964
H -1.287 -0.151 -1.851
H -1.830 -0.960 -0.365
H -0.931 1.960 -0.420
H -2.222 1.390 1.528
H -0.525 1.565 2.033
H -1.234 -0.058 1.853
H 0.987 -2.188 0.831
H 2.783 -0.338 -1.252
H 2.959 -1.557 0.030
H 3.221 0.160 0.385
*
```


Version Q
Below is a 2-piece molecular cluster, C5H11NO overall, with properties calculated with the ωB97M-V functional and the def2-TZVPD basis.

## Properties
- Kohn-Sham gap: 8.38 eV
- HOMO energy: -0.279 hartree
- SMILES: C/N=C(\C)O.C=C

ORCA input file:
```
! RIJCOSX wB97M-V def2-TZVPD def2/J DEFGRID3
* xyz 0 1
C 0.699 0.401 0.392
C -0.831 -1.605 0.329
C 0.347 -1.954 -0.323
C -1.485 1.298 0.052
C 1.276 1.015 -0.840
N -0.548 0.536 0.855
O 1.627 0.124 1.318
H 1.143 -0.066 2.139
H -0.987 -1.895 1.363
H -1.743 -1.432 -0.234
H 0.372 -2.007 -1.404
H 1.139 -2.450 0.222
H -1.223 2.359 -0.004
H -1.579 0.912 -0.975
H -2.469 1.232 0.521
H 1.347 2.098 -0.691
H 0.640 0.815 -1.701
H 2.276 0.619 -1.018
*
```


Version R
Below is a 2-piece molecular cluster, C5H11NO overall, with properties calculated with the ωB97M-V functional and the def2-TZVPD basis.

## Properties
- Kohn-Sham gap (alpha / beta): 7.50 / 7.50 eV
- HOMO energy (alpha / beta): -0.273 / -0.273 hartree

ORCA input file:
```
! RIJCOSX wB97M-V def2-TZVPD def2/J DEFGRID3
* xyz 0 1
C -2.374 0.243 -0.869
C -1.415 0.468 0.310
C -0.604 -0.763 0.537
N 0.576 -0.958 0.086
C 1.428 0.043 -0.798
O 0.745 0.787 -1.501
C 2.739 -0.173 -0.516
H -3.032 1.109 -0.978
H -1.785 0.134 -1.782
H -3.000 -0.646 -0.728
H -0.758 1.309 0.086
H -1.980 0.661 1.229
H 1.253 0.877 2.459
H -1.054 -1.574 1.113
H 1.031 -1.836 0.319
H 3.062 -0.943 0.175
H 1.676 0.815 1.846
H 3.490 0.447 -0.987
*
```


Version S
Below is C5H11NO as an isolated structure, with properties calculated with the ωB97M-V functional and the def2-TZVPD basis.

## Properties
- Kohn-Sham gap (alpha / beta): 8.40 / 8.30 eV
- HOMO energy (alpha / beta): -0.277 / -0.273 hartree

ORCA input file:
```
! RIJCOSX wB97M-V def2-TZVPD def2/J DEFGRID3
* xyz 0 1
C 0.603 -2.679 -0.246
O 0.400 -1.587 -0.943
C -0.242 -0.546 -0.505
C -0.156 0.099 0.855
N -0.480 1.376 0.191
C 0.306 2.528 0.567
C -0.247 0.815 -1.157
H 0.633 -2.612 0.836
H 1.121 -3.460 -0.786
H -1.463 -2.601 -0.064
H -1.721 -1.871 -0.195
H -0.856 -0.197 1.646
H 0.877 0.051 1.257
H 1.396 2.369 0.452
H 0.108 2.787 1.613
H 0.021 3.389 -0.048
H 0.733 1.089 -1.587
H -1.032 1.051 -1.885
*
```


Order of stability, best first: version P, version R, version Q, version S